{"formula": "C24H68N4O12", "method": "ωB97M-V/def2-TZVPD", "species": ["C", "O", "C", "C", "C", "N", "H", "H", "H", "H", "H", "H", "H", "H", "H", "H", "H", "C", "O", "C", "C", "C", "N", "H", "H", "H", "H", "H", "H", "H", "H", "H", "H", "H", "C", "O", "C", "C", "C", "N", "H", "H", "H", "H", "H", "H", "H", "H", "H", "H", "H", "C", "O", "C", "C", "C", "N", "H", "H", "H", "H", "H", "H", "H", "H", "H", "H", "H", "O", "C", "C", "O", "H", "H", "H", "H", "H", "H", "O", "C", "C", "O", "H", "H", "H", "H", "H", "H", "O", "C", "C", "O", "H", "H", "H", "H", "H", "H", "O", "C", "C", "O", "H", "H", "H", "H", "H", "H"], "positions_angstrom": [[2.560, 6.643, 6.305], [1.730, 5.651, 5.800], [1.701, 5.470, 4.398], [0.704, 4.232, 4.164], [0.607, 3.910, 2.700], [-0.429, 4.582, 4.803], [2.173, 7.597, 5.947], [3.512, 6.325, 5.880], [2.461, 6.563, 7.388], [1.305, 6.377, 3.939], [2.675, 5.349, 3.924], [1.053, 3.278, 4.561], [-0.194, 3.176, 2.614], [1.515, 3.319, 2.582], [0.600, 4.787, 2.053], [-0.218, 5.016, 5.690], [-0.977, 5.279, 4.320], [-4.498, -4.571, -1.151], [-3.715, -4.768, -2.268], [-4.475, -4.862, -3.430], [-3.556, -4.908, -4.699], [-2.965, -3.497, -5.077], [-4.238, -5.534, -5.800], [-5.450, -5.097, -1.077], [-4.779, -3.523, -1.257], [-4.096, -4.626, -0.139], [-5.017, -5.802, -3.537], [-5.084, -3.959, -3.482], [-2.632, -5.483, -4.639], [-2.310, -3.047, -4.331], [-3.659, -2.747, -5.458], [-2.219, -3.698, -5.845], [-3.778, -5.577, -6.698], [-4.697, -6.389, -5.519], [0.355, -0.212, -7.124], [-0.496, 0.852, -6.713], [0.070, 1.667, -5.750], [0.887, 2.811, -6.263], [1.460, 3.756, -5.193], [0.100, 3.850, -6.956], [0.336, -1.083, -6.470], [1.410, 0.063, -7.124], [0.103, -0.551, -8.129], [-0.822, 2.122, -5.321], [0.646, 1.246, -4.925], [1.618, 2.332, -6.914], [1.712, 3.166, -4.312], [0.781, 4.466, -4.721], [2.333, 4.315, -5.527], [-0.781, 3.432, -7.218], [-0.152, 4.475, -6.204], [1.773, 0.195, 0.992], [1.173, -0.175, -0.241], [-0.130, -0.789, -0.194], [-0.607, -1.053, -1.675], [0.212, -1.959, -2.563], [-0.525, 0.237, -2.366], [1.027, 0.773, 1.538], [2.728, 0.643, 0.717], [2.036, -0.712, 1.537], [-0.167, -1.682, 0.430], [-0.804, -0.016, 0.175], [-1.669, -1.244, -1.527], [1.264, -1.682, -2.489], [-0.105, -2.070, -3.600], [0.071, -2.958, -2.150], [0.067, 0.146, -3.179], [0.007, 0.736, -1.668], [1.560, -2.011, 5.054], [1.684, -0.755, 5.624], [2.152, 0.302, 4.707], [3.461, 0.046, 4.339], [2.474, -2.282, 4.947], [0.688, -0.404, 5.897], [2.338, -0.832, 6.492], [1.982, 1.298, 5.117], [1.500, 0.426, 3.842], [3.959, 0.852, 4.493], [4.551, 2.723, 4.648], [5.579, 2.627, 3.639], [4.984, 1.959, 2.440], [5.331, 0.579, 2.287], [5.032, 2.814, 5.474], [5.913, 3.643, 3.428], [6.427, 2.027, 3.969], [5.171, 2.441, 1.480], [3.895, 1.917, 2.468], [4.745, 0.076, 2.857], [-0.688, -8.237, 0.488], [-0.291, -7.166, -0.274], [-1.370, -6.083, -0.330], [-1.422, -5.221, 0.821], [-0.737, -7.970, 1.409], [0.672, -6.816, 0.099], [-0.065, -7.573, -1.259], [-2.371, -6.408, -0.613], [-1.074, -5.456, -1.171], [-1.506, -5.791, 1.589], [-2.791, 2.461, 3.429], [-3.421, 2.131, 2.228], [-3.451, 0.656, 1.967], [-4.369, 0.027, 2.866], [-2.544, 3.388, 3.463], [-4.385, 2.638, 2.264], [-2.831, 2.594, 1.436], [-2.446, 0.265, 2.124], [-3.808, 0.463, 0.955], [-4.047, 0.088, 3.769]], "lowdin_charge": [-0.0966, -0.2400, -0.1664, -0.4833, -0.0456, 0.0451, 0.0900, 0.0885, 0.0954, 0.1199, 0.1128, 0.1201, 0.0697, 0.0656, 0.0878, 0.0826, 0.0923, -0.1381, -0.1824, -0.1886, -0.4087, -0.0526, 0.0139, 0.0903, 0.0883, 0.0855, 0.1180, 0.1302, 0.1227, 0.0546, 0.0751, 0.0611, 0.0744, 0.0640, -0.0929, -0.1480, -0.2653, -0.4055, -0.0735, 0.0243, 0.0766, 0.0809, 0.0894, 0.1367, 0.1104, 0.1316, 0.0685, 0.0756, 0.0839, 0.0629, 0.0408, -0.0815, -0.2286, -0.1507, -0.4012, -0.0651, 0.0346, 0.0764, 0.0890, 0.0902, 0.1291, 0.1044, 0.1242, 0.0876, 0.0653, 0.0673, 0.0311, 0.0505, -0.0308, -0.2800, -0.2727, -0.0597, 0.0864, 0.1278, 0.1287, 0.1145, 0.1085, 0.0457, -0.0819, -0.2011, -0.2440, -0.0713, 0.0959, 0.1175, 0.1297, 0.1252, 0.0993, 0.0459, -0.0522, -0.2737, -0.2285, -0.0668, 0.0836, 0.1220, 0.1220, 0.1080, 0.1068, 0.0702, -0.0778, -0.2801, -0.2312, -0.0656, 0.0625, 0.1230, 0.1129, 0.1105, 0.1249, 0.0810], "relative_energy_kcal_mol": 97.8, "spin_multiplicity": 1}


{"formula": "C24H68O16Ti", "method": "ωB97M-V/def2-TZVPD", "species": ["Ti", "C", "C", "C", "O", "H", "H", "H", "H", "H", "H", "H", "H", "C", "C", "C", "O", "H", "H", "H", "H", "H", "H", "H", "H", "C", "C", "C", "O", "H", "H", "H", "H", "H", "H", "H", "H", "C", "C", "C", "O", "H", "H", "H", "H", "H", "H", "H", "H", "C", "C", "O", "O", "H", "H", "H", "H", "H", "H", "C", "C", "O", "O", "H", "H", "H", "H", "H", "H", "C", "C", "O", "O", "H", "H", "H", "H", "H", "H", "C", "C", "O", "O", "H", "H", "H", "H", "H", "H", "C", "C", "O", "O", "H", "H", "H", "H", "H", "H", "C", "C", "O", "O", "H", "H", "H", "H", "H", "H"], "positions_angstrom": [[-0.601, -0.153, 0.051], [3.069, 1.676, 1.425], [4.540, 1.787, 1.795], [5.170, 3.006, 1.167], [4.594, 1.961, 3.246], [2.476, 2.455, 1.905], [2.631, 0.700, 1.632], [2.972, 1.854, 0.354], [5.060, 0.911, 1.406], [5.172, 2.863, 0.086], [6.179, 3.233, 1.511], [4.513, 3.845, 1.395], [5.359, 2.509, 3.436], [3.204, -5.568, -0.468], [1.700, -5.640, -0.331], [1.196, -6.983, 0.140], [1.186, -4.757, 0.581], [3.499, -4.615, -0.907], [3.501, -6.289, -1.230], [3.734, -5.721, 0.472], [1.160, -5.483, -1.265], [1.108, -7.738, -0.641], [0.210, -7.038, 0.600], [1.906, -7.356, 0.879], [1.629, -5.018, 1.392], [-1.937, -5.318, -1.161], [-2.896, -4.781, -2.225], [-3.101, -3.250, -2.076], [-2.237, -5.050, -3.471], [-2.325, -5.130, -0.160], [-1.005, -4.752, -1.145], [-1.578, -6.323, -1.382], [-3.855, -5.289, -2.129], [-3.662, -2.829, -2.911], [-2.109, -2.799, -2.090], [-3.491, -2.857, -1.137], [-2.887, -4.941, -4.169], [1.867, 3.940, -4.862], [2.339, 2.933, -3.804], [3.030, 3.556, -2.557], [1.204, 2.097, -3.389], [2.697, 4.509, -5.280], [1.132, 4.592, -4.392], [1.347, 3.518, -5.722], [3.118, 2.370, -4.318], [3.248, 2.908, -1.709], [2.347, 4.285, -2.122], [3.837, 4.250, -2.796], [0.606, 1.915, -4.118], [-1.836, 5.543, -1.513], [-1.223, 4.239, -2.072], [-0.221, 3.769, -1.295], [-2.515, 5.371, -0.291], [-2.481, 5.995, -2.266], [-1.098, 6.316, -1.300], [-0.860, 4.392, -3.089], [-2.033, 3.519, -2.186], [0.272, 3.082, -1.750], [-1.874, 5.303, 0.421], [-3.401, 0.423, -0.027], [-3.194, 0.589, -1.592], [-1.842, 0.887, -1.819], [-2.831, -0.818, 0.500], [-4.489, 0.468, 0.017], [-3.089, 1.306, 0.531], [-3.765, 1.469, -1.888], [-3.364, -0.357, -2.106], [-1.603, 0.932, -2.748], [-3.046, -0.875, 1.434], [-4.019, 0.003, 4.088], [-3.038, 1.176, 3.771], [-1.699, 0.884, 4.268], [-3.748, -1.027, 3.141], [-5.066, 0.290, 3.993], [-3.784, -0.299, 5.108], [-3.416, 2.082, 4.243], [-3.031, 1.462, 2.720], [-1.590, 1.430, 5.050], [-3.000, -1.484, 3.531], [1.204, -0.834, -2.251], [1.470, -1.944, -1.267], [0.418, -2.144, -0.309], [1.063, 0.359, -1.504], [0.268, -1.014, -2.779], [2.030, -0.668, -2.942], [2.386, -1.694, -0.733], [1.583, -2.906, -1.766], [0.537, -3.022, 0.061], [1.004, 1.084, -2.130], [0.374, -1.804, 2.922], [-0.601, -2.939, 2.831], [-1.589, -2.909, 3.900], [-0.312, -0.568, 2.554], [1.232, -1.904, 2.258], [0.882, -1.728, 3.883], [-0.199, -3.952, 2.809], [-1.110, -2.872, 1.869], [-2.125, -3.703, 3.965], [-0.845, -0.302, 3.307], [-0.437, 2.846, 2.149], [0.195, 4.230, 2.138], [-0.706, 5.271, 1.727], [-0.328, 2.156, 0.894], [-1.439, 2.905, 2.574], [0.034, 2.297, 2.965], [1.135, 4.272, 1.589], [0.517, 4.482, 3.148], [-0.269, 6.107, 1.549], [-0.345, 2.834, 0.215]], "lowdin_spin": [2.5247, 0.0067, 0.0007, 0.0002, 0.0001, 0.0001, 0.0072, 0.0004, 0.0000, 0.0000, 0.0001, 0.0000, 0.0000, 0.0001, 0.0001, 0.0000, 0.0005, 0.0001, 0.0000, 0.0000, 0.0001, 0.0000, 0.0000, 0.0000, 0.0000, 0.0002, 0.0007, 0.0061, 0.0001, 0.0000, 0.0001, 0.0000, 0.0002, 0.0002, 0.0068, 0.0004, 0.0000, 0.0001, 0.0003, 0.0001, 0.0024, 0.0000, 0.0000, 0.0001, 0.0001, 0.0000, 0.0000, 0.0000, 0.0012, 0.0001, 0.0008, 0.0012, 0.0001, 0.0000, 0.0000, 0.0001, 0.0006, 0.0004, 0.0000, 0.0242, 0.0134, 0.0490, 0.0525, 0.0035, 0.0040, 0.0011, 0.0031, 0.0054, 0.0030, 0.0003, 0.0015, 0.0005, 0.0008, 0.0000, 0.0001, 0.0001, 0.0010, 0.0000, 0.0001, 0.0193, 0.0137, 0.0718, 0.0415, 0.0071, 0.0015, 0.0026, 0.0009, 0.0026, 0.0022, 0.0091, 0.0038, 0.0009, 0.0385, 0.0033, 0.0005, 0.0001, 0.0027, 0.0001, 0.0008, 0.0041, 0.0002, 0.0001, 0.0424, 0.0003, 0.0004, 0.0000, 0.0001, 0.0000, 0.0018], "relative_energy_kcal_mol": 13.2, "charge": 1, "spin_multiplicity": 4}


{"formula": "C24H69N3O15", "method": "ωB97M-V/def2-TZVPD", "species": ["C", "O", "C", "C", "N", "C", "C", "O", "C", "H", "H", "H", "H", "H", "H", "H", "H", "H", "H", "H", "H", "H", "H", "H", "C", "O", "C", "C", "N", "C", "C", "O", "C", "H", "H", "H", "H", "H", "H", "H", "H", "H", "H", "H", "H", "H", "H", "H", "C", "O", "C", "C", "N", "C", "C", "O", "C", "H", "H", "H", "H", "H", "H", "H", "H", "H", "H", "H", "H", "H", "H", "H", "O", "C", "C", "O", "H", "H", "H", "H", "H", "H", "O", "C", "C", "O", "H", "H", "H", "H", "H", "H", "O", "C", "C", "O", "H", "H", "H", "H", "H", "H", "O", "H", "H", "O", "H", "H", "O", "H", "H"], "positions_angstrom": [[2.671, -0.961, 6.422], [1.352, -1.070, 6.983], [0.915, -2.460, 6.996], [0.857, -3.069, 5.543], [-0.415, -2.788, 4.907], [-0.621, -1.405, 4.609], [-1.735, -1.258, 3.516], [-1.945, 0.090, 3.016], [-1.225, 0.389, 1.818], [2.749, -0.717, 5.362], [3.394, -1.756, 6.603], [3.120, -0.028, 6.763], [-0.014, -2.538, 7.561], [1.690, -2.982, 7.558], [0.910, -4.154, 5.641], [1.663, -2.794, 4.862], [-0.537, -3.434, 4.141], [0.276, -0.917, 4.231], [-0.904, -0.959, 5.563], [-2.691, -1.591, 3.920], [-1.412, -1.954, 2.741], [-1.503, -0.280, 1.003], [-0.176, 0.150, 1.990], [-1.351, 1.452, 1.612], [-3.289, 2.799, -1.232], [-4.650, 2.250, -1.081], [-4.904, 0.932, -1.580], [-4.649, -0.142, -0.523], [-5.439, 0.174, 0.675], [-5.033, -0.618, 1.838], [-5.950, -0.548, 3.025], [-5.683, -1.620, 3.917], [-6.650, -1.735, 4.981], [-3.288, 3.251, -2.224], [-2.454, 2.102, -1.295], [-3.020, 3.605, -0.549], [-4.321, 0.603, -2.440], [-5.949, 0.875, -1.884], [-3.562, -0.215, -0.476], [-5.186, -1.029, -0.860], [-5.160, 1.131, 0.840], [-3.993, -0.536, 2.152], [-5.059, -1.669, 1.552], [-6.973, -0.639, 2.660], [-5.807, 0.478, 3.363], [-6.674, -0.785, 5.516], [-6.385, -2.489, 5.723], [-7.557, -2.008, 4.443], [3.092, -3.073, -0.134], [1.893, -2.803, 0.683], [2.186, -2.285, 2.022], [3.058, -1.010, 2.172], [2.515, 0.044, 1.396], [3.394, 1.169, 1.184], [4.229, 0.869, -0.192], [5.107, -0.169, -0.107], [5.953, -0.120, -1.174], [3.875, -2.347, -0.352], [2.856, -3.451, -1.129], [3.618, -3.882, 0.373], [2.668, -3.041, 2.641], [1.226, -2.150, 2.522], [4.094, -1.192, 1.886], [3.113, -0.809, 3.242], [2.357, -0.272, 0.450], [4.053, 1.532, 1.972], [2.873, 2.082, 0.896], [4.867, 1.751, -0.235], [3.622, 0.798, -1.095], [6.686, -0.916, -1.047], [6.535, 0.796, -1.277], [5.442, -0.228, -2.130], [-1.452, 1.423, -5.242], [-2.343, 1.043, -6.316], [-1.649, -0.012, -7.290], [-1.714, -1.267, -6.643], [-1.384, 0.683, -4.634], [-3.328, 0.692, -6.009], [-2.505, 2.015, -6.782], [-0.620, 0.348, -7.308], [-2.073, -0.044, -8.294], [-2.628, -1.556, -6.690], [4.482, 4.355, -4.378], [3.635, 4.125, -3.333], [4.198, 4.435, -1.922], [5.306, 3.523, -1.725], [4.687, 3.466, -4.675], [2.761, 4.674, -3.682], [3.337, 3.079, -3.408], [3.398, 4.376, -1.185], [4.649, 5.426, -1.870], [5.789, 3.486, -2.553], [-0.974, -0.717, -3.599], [-0.640, -0.334, -2.241], [0.893, 0.026, -1.941], [1.125, 1.148, -2.735], [-0.682, -1.624, -3.718], [-1.241, 0.559, -2.065], [-1.024, -1.153, -1.633], [1.375, -0.877, -2.316], [1.175, 0.176, -0.899], [0.850, 1.910, -2.222], [1.273, 1.793, -5.408], [1.271, 1.503, -4.496], [0.440, 1.481, -5.762], [0.093, -3.243, -4.638], [0.378, -4.087, -4.988], [-0.405, -2.843, -5.351], [0.511, 3.557, -1.472], [-0.044, 3.783, -2.219], [0.336, 4.241, -0.827]], "lowdin_charge": [-0.1223, -0.1933, -0.1588, -0.1958, -0.0922, -0.2096, -0.1700, -0.2121, -0.0953, 0.0496, 0.0926, 0.0837, 0.1241, 0.1036, 0.1159, 0.0860, 0.1050, 0.1051, 0.1208, 0.1161, 0.1102, 0.0694, 0.0597, 0.0901, -0.0647, -0.1868, -0.2180, -0.2153, -0.0360, -0.2226, -0.2414, -0.2001, -0.0811, 0.0792, 0.0501, 0.0820, 0.1127, 0.1209, 0.0983, 0.1225, 0.0960, 0.0952, 0.1210, 0.1187, 0.1251, 0.0843, 0.0830, 0.0846, -0.0774, -0.1863, -0.1767, -0.2162, -0.0632, -0.1330, -0.2244, -0.1882, -0.1412, 0.0665, 0.0800, 0.0814, 0.1087, 0.0894, 0.1088, 0.0976, 0.0631, 0.1205, 0.0972, 0.0933, 0.1176, 0.0960, 0.0880, 0.0941, -0.1016, -0.1884, -0.2008, -0.0736, 0.0262, 0.1087, 0.1120, 0.1119, 0.1140, 0.0914, -0.0430, -0.2908, -0.1755, -0.0962, 0.0950, 0.1205, 0.1137, 0.1037, 0.1120, 0.0721, -0.0854, -0.1597, -0.1768, -0.0877, 0.0475, 0.0881, 0.1151, 0.1228, 0.0985, 0.0380, -0.0701, -0.0257, -0.0194, -0.0380, 0.0472, 0.0153, -0.0268, 0.0599, 0.0607], "relative_energy_kcal_mol": 99.3, "spin_multiplicity": 1}